C4H12O3 | ωB97M-V/def2-TZVPD

Output
LUMO energy (alpha / beta) = 3.7 / 3.5 eV
F_max = 4.2 eV Å⁻¹
Energy relative to the best compared isomer or geometry (same formula, charge and spin) = 132.8 kJ/mol
Expectation value of S² = 0.75

The geometry in ORCA input format:
```
! wB97M-V def2-TZVPD RIJCOSX def2/J DEFGRID3
* xyz -1 2
C -1.430 1.056 1.550
C -0.490 -0.219 1.578
C 0.628 -0.404 0.851
O 1.091 0.633 0.036
C 1.320 -1.697 0.707
H -1.762 1.267 2.542
H -2.282 1.069 0.936
H -0.814 1.948 1.389
H -0.813 -1.051 2.233
H 2.122 0.689 -0.033
H 2.364 -1.590 0.894
H 1.206 -2.131 -0.322
H 0.891 -2.387 1.546
H -0.445 1.317 -1.314
H -1.922 1.339 -1.193
O -1.260 1.399 -1.907
H 1.319 -0.610 -2.951
H -0.267 -0.033 -3.034
O 0.544 -0.596 -3.509
*
```



C13H16N2O6 | ωB97M-V/def2-TZVPD

Output
LUMO energy = 0.2 eV
F_max = 2.3 eV Å⁻¹
Energy relative to the best compared isomer or geometry (same formula, charge and spin) = 78.7 kJ/mol

The geometry in ORCA input format:
```
! wB97M-V def2-TZVPD RIJCOSX def2/J DEFGRID3
* xyz 0 1
C 1.930 1.029 -0.790
C 1.262 -0.129 -0.033
C 3.161 0.494 -1.579
C 2.722 -0.402 -2.670
C -0.775 -1.604 -0.010
C -0.847 -2.833 -0.916
C -2.178 -1.058 0.325
C -2.173 0.177 1.153
C -1.729 0.181 2.479
C -2.608 1.390 0.664
C -1.721 1.293 3.244
C -2.613 2.569 1.403
C -2.155 2.508 2.719
H 2.908 1.626 0.886
H 1.529 2.470 0.621
H 1.251 1.519 -1.502
H 3.834 -0.068 -0.911
H 3.813 1.283 -1.988
H 4.657 -0.488 -3.246
H -0.253 -0.138 -1.448
H -0.345 -1.875 0.974
H -2.699 -0.879 -0.620
H -2.766 -1.844 0.826
H -1.332 -0.754 2.918
H -2.953 1.519 -0.379
H -1.251 1.249 4.231
H -2.922 3.540 1.004
H -1.829 3.544 4.353
H 0.539 -2.045 -2.068
N 2.347 2.102 0.169
N 0.080 -0.560 -0.595
O 1.767 -0.585 0.968
O 1.640 -0.888 -2.843
O 3.769 -0.741 -3.482
O -1.578 -3.779 -0.637
O -2.120 3.648 3.438
O -0.082 -2.797 -2.019
*
```



C20H40BBr14FN3O5 | ωB97M-V/def2-TZVPD

Output
LUMO energy = -3.6 eV
F_max = 1.3 eV Å⁻¹

The geometry in ORCA input format:
```
! wB97M-V def2-TZVPD RIJCOSX def2/J DEFGRID3
* xyz 1 1
O 6.776 4.444 1.178
C 6.216 3.537 0.643
F 5.044 3.673 0.045
N 6.757 2.228 0.477
C 6.646 1.768 -0.894
O 5.784 1.025 -1.259
C 7.726 2.331 -1.795
N 8.691 3.186 -1.002
C 9.921 3.591 -1.789
C 9.886 3.248 -3.274
N 9.308 1.934 -3.613
C 8.633 1.297 -2.510
O 7.853 0.247 -2.955
B 8.450 -1.042 -2.963
O 9.328 -1.347 -3.957
O 8.040 -1.973 -2.055
H 6.187 1.582 1.029
H 7.258 2.985 -2.523
H 8.996 2.611 -0.217
H 8.229 3.983 -0.564
H 10.032 4.663 -1.685
H 10.789 3.149 -1.320
H 9.407 4.035 -3.846
H 10.928 3.252 -3.581
H 8.585 2.083 -4.320
H 9.371 0.964 -1.763
H 10.225 -1.499 -3.651
H 8.049 -1.677 -1.142
Br 0.991 -1.447 -0.345
C 1.104 0.490 -0.316
C 2.532 0.962 -0.259
Br 3.296 0.723 1.517
H 0.519 0.825 0.534
H 0.633 0.828 -1.235
H 2.589 2.029 -0.461
H 3.175 0.424 -0.946
Br -2.854 -2.018 1.262
C -1.919 -3.693 0.961
C -2.830 -4.717 0.338
Br -4.090 -5.444 1.628
H -1.526 -4.010 1.921
H -1.098 -3.455 0.291
H -2.254 -5.567 -0.022
H -3.419 -4.304 -0.474
Br -5.623 -2.252 -1.338
C -6.658 -1.800 0.243
C -7.594 -0.652 -0.002
Br -6.659 1.054 -0.058
H -5.941 -1.592 1.031
H -7.220 -2.697 0.492
H -8.305 -0.564 0.816
H -8.132 -0.742 -0.939
Br 7.397 1.386 -6.692
C 5.788 1.561 -5.614
C 5.128 2.901 -5.811
Br 6.097 4.336 -4.901
H 6.076 1.382 -4.582
H 5.127 0.761 -5.939
H 4.131 2.909 -5.379
H 5.076 3.193 -6.854
Br -10.207 1.531 2.012
C -10.084 3.470 2.078
C -8.652 3.931 2.053
Br -7.768 3.652 3.763
H -10.611 3.787 2.971
H -10.611 3.825 1.197
H -8.603 5.001 1.868
H -8.065 3.402 1.310
Br -10.571 -2.504 1.409
C -11.077 -2.027 3.229
C -12.407 -2.618 3.608
Br -13.882 -1.666 2.774
H -11.077 -0.944 3.281
H -10.289 -2.423 3.865
H -12.566 -2.528 4.680
H -12.498 -3.657 3.312
Br -5.519 -7.232 4.343
C -6.141 -5.571 5.138
C -5.731 -5.448 6.581
Br -6.802 -6.582 7.741
H -7.217 -5.549 5.010
H -5.686 -4.779 4.547
H -5.893 -4.432 6.933
H -4.696 -5.728 6.739
*
```



no.,calculated total energy (eV)
1,-10483.1244
2,-29007.0482
3,-1020082.7223